# 1
Density functional theory data (the ωB97M-V functional and the def2-TZVPD basis) for C29H37F10N7RhS2 as an isolated structure.

Summary:
**2S+1**: 5
**Total charge**: +1
**LUMO (alpha / beta)**: -0.0797 / -0.1809 hartree
**Total energy**: -92949.9883 eV
**Relative energy (zero: lowest compared OMol25 entry of this formula, charge and spin)**: 3.0 kcal/mol
**Strongest force on any atom**: 0.925 eV/Å

```
86
Properties=species:S:1:pos:R:3:mulliken_spin:R:1
Rh 0.14 0.16 1.68 2.23
C 0.54 -1.60 4.38 0.01
N 0.34 -0.18 4.05 0.08
C 1.48 0.63 4.47 0.01
C 2.70 0.30 3.64 -0.10
N 2.38 0.32 2.21 0.64
C 3.38 0.35 1.32 0.05
C 3.07 0.64 -0.04 0.10
F 1.81 0.96 -0.36 0.02
C 4.00 0.67 -1.04 -0.05
F 3.64 0.96 -2.29 0.00
C 5.34 0.42 -0.75 0.18
F 6.25 0.44 -1.70 0.02
C 5.71 0.14 0.57 -0.05
F 6.98 -0.11 0.84 -0.01
C 4.77 0.12 1.57 0.16
F 5.21 -0.20 2.79 0.02
C -0.94 0.29 4.56 -0.01
C -2.11 -0.27 3.71 0.04
N -1.60 -0.77 2.45 0.27
C -2.11 -1.93 1.91 -0.05
C -1.28 -2.79 1.18 0.01
F 0.05 -2.51 1.10 0.02
C -1.72 -3.91 0.53 -0.02
F -0.86 -4.65 -0.18 0.00
C -3.05 -4.28 0.60 0.02
F -3.50 -5.37 -0.02 0.00
C -3.91 -3.48 1.34 -0.01
F -5.20 -3.80 1.41 0.00
C -3.44 -2.34 1.96 0.03
F -4.35 -1.56 2.58 0.00
H 0.73 -1.73 5.45 0.00
H 1.38 -2.01 3.82 0.00
H -0.34 -2.16 4.10 0.00
H 1.72 0.47 5.53 0.00
H 1.21 1.67 4.33 0.00
H 3.11 -0.67 3.90 0.03
H 3.48 1.04 3.86 0.02
H -0.93 1.38 4.51 -0.01
H -1.06 0.01 5.61 0.00
H -2.83 0.54 3.57 0.02
H -2.63 -1.05 4.27 0.00
C 0.75 3.08 -5.42 0.00
C 1.50 2.96 -4.10 0.00
C 0.60 3.06 -2.86 0.00
C -0.56 2.08 -2.83 -0.01
N -0.08 0.70 -2.80 0.01
C -0.25 -0.19 -1.83 0.03
S -1.30 0.06 -0.48 0.11
N 0.42 -1.34 -1.89 0.00
C 1.30 -1.78 -2.98 0.00
C 0.53 -2.27 -4.21 0.00
C -0.26 -3.55 -3.94 0.00
C -1.15 -3.93 -5.11 0.00
H 1.45 3.17 -6.25 0.00
H 0.10 3.96 -5.43 0.00
H 0.12 2.21 -5.62 0.00
H 2.24 3.76 -4.03 0.00
H 2.07 2.03 -4.07 0.00
H 0.18 4.07 -2.79 0.00
H 1.20 2.91 -1.96 0.00
H -1.19 2.19 -3.72 0.00
H -1.18 2.23 -1.95 0.00
H 0.57 0.45 -3.53 0.00
H 0.21 -1.99 -1.15 0.00
H 1.90 -2.59 -2.57 0.00
H 1.99 -0.97 -3.23 0.00
H 1.26 -2.44 -5.01 0.00
H -0.15 -1.49 -4.56 0.00
H -0.87 -3.42 -3.04 0.00
H 0.45 -4.36 -3.72 0.00
H -1.90 -3.16 -5.29 0.00
H -1.67 -4.87 -4.92 0.00
H -0.57 -4.06 -6.02 0.00
S 0.01 2.67 1.93 0.15
C -1.66 3.00 1.98 0.00
N -2.23 3.95 2.72 0.01
C -3.68 4.02 2.53 0.00
C -3.93 2.89 1.49 0.00
N -2.59 2.35 1.29 0.00
H -1.69 4.60 3.26 0.00
H -3.98 4.99 2.15 0.00
H -4.20 3.84 3.47 0.00
H -4.33 3.28 0.56 0.00
H -4.61 2.13 1.87 0.00
H -2.35 1.59 0.67 -0.02
```

---

# 2
Density functional theory data (the ωB97M-V functional and the def2-TZVPD basis) for a 5-piece molecular cluster, C29H37F3N5O overall.

Summary:
**2S+1**: 1
**Total charge**: -1
**LUMO**: 0.0889 hartree
**Total energy**: -48321.6822 eV
**Strongest force on any atom**: 1.598 eV/Å

```
75
Properties=species:S:1:pos:R:3:lowdin_charge:R:1
C -0.42 -1.50 -1.08 -0.14
C -0.43 -1.81 0.43 -0.28
C 0.94 -2.13 1.02 -0.20
C 1.76 -0.84 1.37 -0.50
C 1.70 -0.60 2.89 -0.12
N 1.35 0.26 0.55 -0.10
C 1.52 1.55 1.13 -0.37
C 1.22 2.57 0.02 -0.20
O 0.53 3.76 0.45 -0.13
C 1.28 4.52 1.34 -0.16
C 0.36 5.19 2.35 -0.49
F 1.10 5.68 3.43 0.06
F -0.29 6.28 1.80 0.08
F -0.60 4.37 2.87 0.12
H 0.60 -1.25 -1.37 0.05
H -1.05 -0.64 -1.31 0.04
H -0.76 -2.36 -1.67 0.04
H -0.86 -0.95 0.95 0.09
H -1.11 -2.66 0.61 0.06
H 0.80 -2.70 1.95 0.07
H 1.50 -2.78 0.33 0.10
H 2.83 -1.11 1.16 0.10
H 0.72 -0.23 3.21 0.07
H 2.46 0.13 3.21 0.05
H 1.93 -1.53 3.43 0.05
H 0.81 1.79 1.97 0.10
H 2.55 1.75 1.52 0.09
H 0.57 2.08 -0.70 0.11
H 2.15 2.87 -0.50 0.11
H 2.03 3.94 1.88 0.13
H 1.80 5.35 0.83 0.14
N 5.89 6.46 3.74 0.05
C 6.46 7.50 3.12 -0.17
C 5.78 8.66 2.78 -0.09
C 4.44 8.76 3.11 -0.09
C 3.83 7.69 3.75 -0.07
C 4.60 6.57 4.04 -0.15
H 7.51 7.38 2.88 0.10
H 6.30 9.47 2.28 0.10
H 3.87 9.65 2.87 0.10
H 2.78 7.72 4.02 0.10
H 4.15 5.72 4.54 0.11
N -2.29 0.24 -3.50 0.07
C -3.46 0.85 -3.72 -0.15
C -3.77 1.49 -4.91 -0.08
C -2.82 1.52 -5.92 -0.09
C -1.60 0.90 -5.70 -0.08
C -1.39 0.27 -4.48 -0.14
H -4.17 0.81 -2.90 0.10
H -4.74 1.97 -5.03 0.09
H -3.03 2.01 -6.86 0.10
H -0.83 0.90 -6.45 0.10
H -0.45 -0.22 -4.26 0.11
N -0.71 -5.34 1.96 0.08
C -1.78 -5.50 1.18 -0.14
C -2.73 -6.48 1.38 -0.08
C -2.57 -7.35 2.45 -0.10
C -1.47 -7.20 3.27 -0.09
C -0.57 -6.18 2.98 -0.16
H -1.86 -4.81 0.35 0.08
H -3.58 -6.56 0.71 0.09
H -3.30 -8.13 2.64 0.10
H -1.30 -7.86 4.11 0.09
H 0.31 -6.03 3.60 0.10
N -3.20 -4.88 -2.23 0.06
C -3.41 -3.77 -2.94 -0.14
C -3.37 -3.74 -4.33 -0.07
C -3.10 -4.92 -5.01 -0.09
C -2.87 -6.07 -4.28 -0.08
C -2.93 -6.00 -2.90 -0.16
H -3.59 -2.87 -2.38 0.11
H -3.54 -2.81 -4.86 0.10
H -3.06 -4.93 -6.09 0.10
H -2.65 -7.01 -4.77 0.10
H -2.76 -6.88 -2.29 0.10
```

---

# 3
Density functional theory data (the ωB97M-V functional and the def2-TZVPD basis) for C29H37F6GeN4O7S2SeTi as an isolated structure.

Summary:
**2S+1**: 1
**Total charge**: +3
**LUMO**: -0.3500 hartree
**Total energy**: -233896.3416 eV
**Relative energy (zero: lowest compared OMol25 entry of this formula, charge and spin)**: 31.3 kcal/mol
**Strongest force on any atom**: 0.889 eV/Å

```
88
Properties=species:S:1:pos:R:3:lowdin_charge:R:1
Ti -0.10 1.13 0.18 0.97
C -0.28 4.69 -1.52 0.07
C -1.28 3.69 -1.06 -0.37
O -0.90 2.69 -0.35 -0.12
N -2.55 3.82 -1.31 0.17
C -3.60 2.87 -0.93 -0.05
C -3.69 1.75 -1.95 -0.30
C -4.83 1.54 -2.71 0.01
C -4.83 0.51 -3.63 -0.01
C -3.68 -0.26 -3.77 -0.02
C -2.59 0.03 -2.97 -0.11
N -2.58 1.01 -2.07 0.08
H -0.25 5.51 -0.80 0.13
H -0.54 5.09 -2.49 0.11
H 0.71 4.23 -1.55 0.09
H -2.82 4.63 -1.86 0.19
H -4.53 3.43 -0.85 0.15
H -3.35 2.48 0.06 0.11
H -5.70 2.17 -2.58 0.13
H -5.70 0.31 -4.24 0.13
H -3.63 -1.07 -4.48 0.12
H -1.68 -0.55 -3.05 0.11
F 2.13 -0.56 4.23 0.21
C 1.38 0.51 4.15 -0.68
F 1.81 1.47 4.91 0.23
F 0.12 0.21 4.41 0.19
S 1.42 1.08 2.36 0.72
O 1.13 -0.09 1.48 -0.39
O 0.27 1.99 2.09 -0.37
N 2.82 1.68 2.18 -0.23
S 3.06 2.28 0.70 0.74
O 4.32 1.94 0.15 -0.18
O 1.87 1.96 -0.13 -0.37
C 3.01 4.12 0.96 -0.68
F 1.75 4.49 1.09 0.17
F 3.55 4.68 -0.10 0.20
F 3.69 4.41 2.05 0.21
C -6.66 -1.14 0.86 -0.20
Ge -5.18 -0.39 1.87 0.78
C -4.68 -1.40 3.45 -0.21
C -5.32 1.51 2.27 -0.20
C -3.63 -0.46 0.57 -0.49
Se -1.94 -0.06 1.46 1.03
C -1.37 -1.90 1.70 -0.28
H -7.57 -1.09 1.45 0.04
H -6.46 -2.18 0.63 0.03
H -6.81 -0.59 -0.06 0.02
H -5.41 -1.20 4.24 0.04
H -3.71 -1.10 3.83 0.01
H -4.68 -2.47 3.27 0.03
H -5.96 1.68 3.13 0.04
H -5.75 2.06 1.43 0.02
H -4.34 1.92 2.51 0.01
H -3.78 0.29 -0.21 -0.02
H -3.48 -1.43 0.08 0.04
H -2.13 -2.35 2.35 0.04
H -0.40 -1.93 2.19 0.03
H -1.36 -2.40 0.73 0.04
C 4.82 -5.95 1.41 -0.01
O 4.18 -4.81 0.83 -0.09
C 4.91 -3.70 0.61 -0.21
C 6.27 -3.56 0.88 0.02
C 6.89 -2.34 0.62 -0.01
C 6.18 -1.26 0.12 -0.04
C 4.84 -1.38 -0.16 -0.02
C 4.21 -2.60 0.07 -0.14
N 2.82 -2.83 -0.11 0.18
C 1.91 -2.23 -0.79 0.06
C 2.14 -1.23 -1.83 -0.13
C 3.19 -1.41 -2.74 0.01
C 3.36 -0.55 -3.81 -0.01
C 2.49 0.53 -3.97 0.00
C 1.45 0.73 -3.08 0.01
C 1.27 -0.16 -2.04 -0.26
O 0.25 0.08 -1.15 -0.19
H 5.24 -5.69 2.38 0.11
H 5.60 -6.32 0.73 0.11
H 4.05 -6.70 1.52 0.10
H 6.84 -4.38 1.28 0.12
H 7.94 -2.24 0.83 0.13
H 6.68 -0.32 -0.06 0.12
H 4.29 -0.53 -0.55 0.10
H 2.53 -3.65 0.44 0.18
H 0.90 -2.57 -0.61 0.15
H 3.86 -2.25 -2.62 0.14
H 4.17 -0.70 -4.50 0.13
H 2.63 1.21 -4.80 0.13
H 0.75 1.55 -3.20 0.13
```